This record from OMol25 describes a 12-piece molecular cluster, C38H53FN14O5 overall. The level of theory is the ωB97M-V functional and the def2-TZVPD basis.

As for the HOMO energy: -6.03 eV. The calculation puts the molecular weight at 804.93 g/mol. Its spin multiplicity is 1. For the largest force on an atom, the calculation gives 0.230 hartree/bohr. The value obtained for the total energy is -2721.7255 a.u. For the orbital gap, the calculation gives 4.9 eV.

Positions of all 111 atoms, in Å:
C 0.70741 0.73701 3.59447
C 1.42580 -0.48907 2.85430
C 0.56033 -1.16208 1.68279
N 0.63047 -2.66911 1.74718
C -0.63309 -3.26372 2.12284
C -1.13072 -4.45618 1.53275
C -0.36248 -5.29526 0.43161
C 0.27042 -6.58590 1.17954
F -1.31951 -5.72200 -0.56243
C -2.55781 -5.00282 2.00444
O -2.82795 -6.21441 2.03206
C -3.67259 -3.95837 2.50705
C -5.20179 -4.31578 2.33186
C -5.96978 -2.98826 1.58916
C -7.63442 -3.11624 1.54566
O -6.80137 -2.13957 2.50145
C -3.16272 -2.79235 3.11622
O -4.03294 -1.79259 3.64487
N -4.26312 -2.02664 4.98923
O -3.75297 -1.15712 5.61252
C -1.57175 -2.62458 3.25177
O -1.11287 -2.03715 4.24791
H 0.80581 0.58461 4.72811
H 1.25459 1.69220 3.31335
H -0.40833 0.82524 3.36344
H 1.66291 -1.28486 3.62956
H 2.41520 -0.13694 2.41552
H -0.50360 -0.76368 1.61475
H 1.06015 -0.87076 0.68862
H 0.95047 -2.96649 0.81931
H 0.46468 -4.73853 -0.10524
H 1.37320 -6.73526 0.92980
H 0.22550 -6.44432 2.31847
H -0.35546 -7.50716 0.93370
H -5.37726 -5.16554 1.58585
H -5.74808 -4.45765 3.31498
H -5.43318 -2.49254 0.65408
H -7.96069 -3.90342 2.31135
H -8.26624 -2.22690 1.25383
C -4.10319 0.27240 0.55776
C -2.74080 0.86724 0.71940
N -1.67235 1.33223 0.84915
H -4.13954 -0.70562 1.03980
H -4.84862 0.92318 1.01639
H -4.33370 0.15710 -0.50240
C -1.16515 5.08618 0.26710
C 0.20109 5.67782 0.43000
N 1.32002 6.16646 0.55529
H -1.20728 4.10600 0.74693
H -1.91437 5.73963 0.72472
H -1.39347 4.97169 -0.79374
C 0.77328 6.64704 -3.81741
C -0.04408 5.54014 -3.23402
N -0.68599 4.67202 -2.77637
H 0.92035 6.47695 -4.88028
H 0.26150 7.59915 -3.67705
H 1.74695 6.68911 -3.32405
C -3.19936 5.77799 -6.33096
C -1.83780 6.37514 -6.17046
N -0.76987 6.84274 -6.04305
H -3.23557 4.80124 -5.84750
H -3.94594 6.42943 -5.87461
H -3.42959 5.65950 -7.38834
C 2.60102 2.90182 -3.45401
C 3.36429 1.67450 -3.84268
N 3.96505 0.71552 -4.14972
H 1.54137 2.66373 -3.35092
H 2.97391 3.28421 -2.50280
H 2.72063 3.67071 -4.21866
C 2.42074 9.95026 -0.82237
C 1.98974 8.67055 -0.17336
N 1.66366 7.64607 0.33622
H 1.55077 10.47010 -1.22510
H 2.90994 10.59018 -0.08726
H 3.12012 9.74208 -1.63553
C 2.75718 -9.60437 -0.59373
C 3.14451 -8.46694 0.29635
N 3.44659 -7.57462 0.99403
H 3.60149 -9.88541 -1.22445
H 2.46161 -10.46318 0.01011
H 1.92026 -9.30953 -1.22839
C 2.82011 6.28860 3.85755
C 3.89491 6.91039 4.69221
N 4.73675 7.39800 5.34625
H 1.84016 6.58780 4.23133
H 2.91985 6.61335 2.82096
H 2.90005 5.20168 3.89894
C 4.87384 -2.48667 -2.78913
C 4.10435 -2.74746 -1.53374
N 3.50330 -2.95194 -0.54863
H 4.49108 -1.58972 -3.28089
H 5.92912 -2.34050 -2.55355
H 4.77480 -3.33475 -3.46826
C 6.82004 -4.84125 -0.24229
C 8.18033 -4.24081 -0.07797
N 9.24602 -3.77007 0.05008
H 6.78517 -5.81950 0.23886
H 6.07019 -4.19333 0.21409
H 6.59187 -4.95800 -1.30270
C -3.11571 3.95676 -10.34961
C -3.88162 3.70830 -9.08897
N -4.48191 3.51318 -8.10094
H -3.49698 4.85077 -10.84472
H -2.05915 4.09971 -10.11917
H -3.22202 3.10426 -11.02156
C -0.65364 -4.24427 7.24766
C 0.11052 -5.46954 6.85728
N 0.70900 -6.42982 6.55166
H -1.71147 -4.48652 7.35811
H -0.27616 -3.85749 8.19503
H -0.54248 -3.47661 6.47975

Löwdin population analysis, charges in e, atoms 1 to 2: -0.130 -0.222

***

This record from OMol25 describes C38H53N4OP2Ti as an isolated structure. The level of theory is the ωB97M-V functional and the def2-TZVPD basis.

As for the HOMO energy (spin up / spin down): -8.86 / -8.96 eV. The calculation puts the molecular weight at 691.68 g/mol. Its spin multiplicity is 3. Its total charge is +1. For the energy above the lowest of the compared OMol25 structures with the same formula, charge and spin, the calculation gives 29.3 kcal per mole. For the largest force on an atom, the calculation gives 0.124 hartree/bohr. The value obtained for the total energy is -3306.0557 a.u. For the orbital gap (spin up / spin down), the calculation gives 6.4 / 6.1 eV.

Positions of all 99 atoms, in Å:
C 2.05217 -2.04018 -1.13102
C 1.73497 0.14092 -2.02595
C 3.05372 -2.36052 -2.06047
C 2.62887 -0.19913 -3.06602
C 3.30543 -1.42209 -3.05389
H 3.49486 -3.33186 -2.03307
H 2.84997 0.60195 -3.76308
H 4.11989 -1.59552 -3.77229
N 1.42541 -0.83368 -1.09414
P -0.06105 -2.69180 0.58721
P 1.02142 2.17116 -0.30592
C 1.61009 -3.04902 -0.09121
H 1.59387 -4.04615 -0.54828
H 2.32264 -3.08786 0.75718
C 1.15555 1.48871 -1.91036
H 0.99622 2.06090 -2.86832
C -0.28622 3.59362 -0.38410
C 2.78366 2.87939 -0.11770
C -1.22602 -3.55012 -0.66781
C -0.05676 -3.56880 2.24741
C -1.59739 3.15340 0.26635
H -1.48855 2.92948 1.32949
H -2.30629 3.98503 0.17229
H -2.05441 2.29597 -0.22432
C 0.20635 4.81471 0.41071
H 0.40035 4.57520 1.46464
H 1.09572 5.29198 -0.02412
H -0.60069 5.56259 0.39316
C -0.53383 3.95894 -1.83961
H -1.30844 4.73535 -1.86691
H 0.35023 4.38843 -2.32421
H -0.88895 3.10559 -2.43182
C 2.99963 3.42681 1.32345
H 2.63817 2.69349 2.09469
H 4.11021 3.57652 1.45388
H 2.49162 4.40948 1.46362
C 3.82092 1.76534 -0.34424
H 3.69349 0.92788 0.34577
H 3.80390 1.38823 -1.37632
H 4.80576 2.22228 -0.16679
C 3.02748 3.98935 -1.17060
H 2.35209 3.92576 -2.04226
H 2.96031 4.99493 -0.71994
H 4.05879 3.87326 -1.55944
C -1.47889 -3.59265 2.83848
H -1.40301 -3.94462 3.88043
H -1.93517 -2.59009 2.84895
H -2.14077 -4.28937 2.30382
C 0.85462 -2.76094 3.19272
H 1.88883 -2.67012 2.82342
H 0.46217 -1.75595 3.40395
H 0.88933 -3.31779 4.14242
C 0.49595 -5.00174 2.12667
H 0.65497 -5.35283 3.16258
H -0.21840 -5.69014 1.64282
H 1.46977 -5.04533 1.59465
C -0.93484 -3.00969 -2.09619
H -1.86259 -3.37978 -2.69510
H -0.91461 -1.85961 -2.08662
H 0.05748 -3.46069 -2.51906
C -2.67525 -3.18980 -0.30641
H -2.83621 -2.10086 -0.29553
H -3.31932 -3.61809 -1.08545
H -2.98596 -3.60432 0.66118
C -1.02027 -5.06901 -0.70927
H 0.02813 -5.35504 -0.88360
H -1.40430 -5.57671 0.18594
H -1.60084 -5.44312 -1.56279
Ti 0.16047 -0.17953 0.44065
C 1.68456 -0.03621 1.63800
O 2.66260 -0.04570 2.33261
N -1.44653 0.14487 -0.94512
C -1.33749 0.66092 -2.05313
C -1.72265 0.89294 -3.40365
C -3.09964 0.72310 -3.59960
C -0.88346 1.11182 -4.53721
C -3.66156 0.77988 -4.87464
H -3.71607 0.54375 -2.68029
C -1.45710 1.20865 -5.82047
H 0.19056 1.19550 -4.40349
C -2.82503 1.02795 -5.96986
H -4.72780 0.62021 -5.03193
H -0.78090 1.39586 -6.64816
H -3.26306 1.06114 -6.96329
N -3.07348 0.14429 3.16448
C -2.42306 -0.14040 2.04439
N -1.14842 0.20001 2.13105
C -0.93749 0.73950 3.43723
C 0.21645 1.27666 4.07401
C 0.07268 1.69760 5.40061
C -1.16481 1.65253 6.04840
C -2.31997 1.15706 5.39916
C -2.16154 0.69755 4.09256
H -4.06594 -0.00744 3.35389
H -2.88501 -0.50866 1.15328
H 1.13669 1.34485 3.50844
H 0.92158 2.06038 5.91044
H -1.24481 2.00054 7.05212
H -3.32576 1.10869 5.85590

Löwdin population analysis, charges in e, atoms 1 to 2: -0.314 -0.352